(1)
DFT (ωB97M-V/def2-TZVPD) results for a 2-piece molecular cluster, C10H16N2 overall in a non-equilibrium geometry.

Geometry as XYZ:
```
28
Properties=species:S:1:pos:R:3:forces:R:3
N 2.232 0.636 -0.186 0.661 -0.267 0.104
N 1.568 -0.613 -0.326 3.937 -0.361 0.641
C 2.389 -1.568 -0.169 0.738 0.133 0.119
C 3.469 0.407 0.063 0.083 0.149 0.043
C -2.766 -1.123 0.360 0.476 0.029 0.067
C 4.470 1.502 0.277 0.101 0.140 -0.015
C -1.736 -0.163 -0.263 -4.370 0.787 1.151
C -4.119 -0.429 0.179 0.291 0.102 -0.010
C -3.781 1.057 0.275 0.140 0.265 0.119
C 3.766 -1.065 0.111 0.305 -0.093 -0.013
C -0.516 -0.430 -0.533 0.278 0.222 -1.936
C -2.463 1.171 -0.497 0.561 0.137 -0.081
H 0.052 0.452 -1.002 -1.115 -1.828 0.534
H -2.548 -1.240 1.432 -0.064 0.021 -0.155
H 4.509 -1.369 -0.651 -0.257 0.115 0.282
H -4.567 1.712 -0.122 0.132 -0.150 0.099
H 5.472 1.104 0.476 -0.252 0.077 -0.056
H -1.833 2.028 -0.201 -0.323 -0.301 -0.075
H 4.154 -1.391 1.091 -0.079 0.119 -0.267
H -3.619 1.330 1.328 -0.039 -0.030 -0.174
H -0.187 -1.479 -0.345 -0.671 1.159 -0.627
H -4.499 -0.630 -0.818 -0.188 -0.136 -0.206
H -2.706 -2.124 -0.087 -0.086 0.214 0.075
H -2.664 1.288 -1.576 0.023 -0.068 0.252
H 4.169 2.130 1.124 0.057 -0.150 -0.184
H 4.518 2.149 -0.609 -0.012 -0.175 0.224
H 2.095 -2.608 -0.240 -0.122 0.036 0.005
H -4.859 -0.734 0.909 -0.206 -0.145 0.083
```
Forces are in eV/Å.

Output
Energy relative to the best compared isomer or geometry (same formula, charge and spin)   72.2 kcal per mole
Highest occupied orbital energy   -8.05 eV
2S+1   1
Max |F|   4.6 eV Å⁻¹
Energy   -13605.8214 eV
Kohn-Sham gap   0.324 hartree
SMILES string   CC1=NN=CC1.C=C1CCCC1

=====

(2)
DFT (ωB97M-V/def2-TZVPD) results for a 2-piece molecular cluster, C10H16N4 overall in a non-equilibrium geometry.

Geometry as XYZ:
```
30
Properties=species:S:1:pos:R:3:forces:R:3
N -2.727 -0.073 -0.859 -0.693 0.486 0.996
N 0.105 2.842 -0.177 -0.167 0.942 -0.526
N -3.703 -0.011 1.135 0.062 1.727 -0.943
N -2.600 -1.331 -0.329 0.800 0.379 -1.078
C 3.049 0.704 0.245 0.396 2.355 -0.241
C 1.909 -1.553 0.493 0.955 1.132 3.165
C -3.431 0.712 0.057 1.169 -2.315 -0.288
C 0.574 0.527 0.645 0.844 -0.474 -0.449
C 1.781 -0.085 0.032 -0.176 -2.485 -1.480
C 1.598 -0.148 -1.500 2.237 2.520 -1.796
C -2.126 0.326 -2.032 -0.739 0.058 2.397
C -0.225 0.030 1.766 -0.339 -0.304 -0.795
C 0.350 1.765 0.158 -1.014 1.503 0.132
C -3.143 -1.194 0.834 -0.911 -1.454 1.955
H -3.189 -1.968 1.613 0.177 0.079 -0.878
H 0.316 0.281 2.665 -0.430 -0.021 0.796
H 1.107 -2.109 0.066 -0.400 -0.699 -0.349
H -3.622 1.718 -0.167 -0.393 1.124 -0.006
H -0.369 -1.014 1.642 0.454 -1.264 0.369
H 1.472 0.992 -1.746 0.990 -1.871 -0.319
H 2.598 -0.637 -1.983 -2.439 1.408 0.959
H -1.255 0.334 1.666 -0.111 1.055 0.666
H -2.061 -0.283 -2.832 0.308 -2.356 -2.111
H 3.316 0.685 1.280 0.411 -0.059 0.758
H 2.923 -1.997 0.305 -1.095 0.403 0.052
H 3.059 1.825 -0.062 -0.756 -1.760 0.495
H 1.710 -1.501 1.655 0.772 -0.701 -2.069
H 0.731 -0.503 -2.038 -0.460 -1.017 0.742
H 3.856 0.331 -0.358 0.371 -0.648 -0.082
H -2.002 1.334 -2.175 0.177 2.256 -0.072
```
Forces are in eV/Å.

Output
Energy relative to the best compared isomer or geometry (same formula, charge and spin)   101.5 kcal per mole
Highest occupied orbital energy (alpha / beta)   -8.34 / -8.33 eV
2S+1   1
Max |F|   3.8 eV Å⁻¹
Energy   -16584.9688 eV
Kohn-Sham gap (alpha / beta)   0.283 / 0.280 hartree

=====

(3)
DFT (ωB97M-V/def2-TZVPD) results for a 2-piece molecular cluster, C10H16N4 overall in a non-equilibrium geometry.

Geometry as XYZ:
```
30
Properties=species:S:1:pos:R:3:forces:R:3
N -3.957 0.363 -1.005 0.763 0.505 2.012
N -2.353 -1.678 0.449 1.735 0.308 1.358
N -2.649 0.624 -1.416 1.502 1.107 -1.319
N -1.348 -1.045 -0.279 -1.533 -0.221 -0.894
C 4.365 -1.042 -0.498 0.477 -0.587 0.467
C -0.094 0.702 1.836 -3.219 -1.864 0.079
C 3.960 0.138 -1.059 -2.674 0.877 1.303
C 0.000 1.823 0.747 -0.756 1.782 -0.462
C 0.704 0.640 0.706 0.688 -1.260 -1.314
C 2.721 0.718 -0.659 1.729 -0.278 -2.226
C 3.634 -1.559 0.585 1.156 -1.146 1.184
C 1.907 0.120 0.264 0.752 -1.137 2.891
C 2.542 -0.927 1.059 -2.596 -0.888 0.948
C -1.513 -0.011 -1.082 -1.669 -1.733 0.392
H -0.407 -1.476 -0.303 -1.060 0.077 0.139
H -0.577 0.157 -1.549 0.324 1.139 -0.914
H 0.616 2.687 0.624 0.127 0.851 0.511
H -1.981 -2.376 1.058 0.182 -0.307 0.161
H -2.553 1.391 -2.119 0.241 -0.965 0.786
H -1.210 0.304 1.752 2.610 0.888 0.621
H 4.490 0.702 -1.745 1.292 0.594 -1.397
H 5.294 -1.548 -0.777 -0.354 0.269 -0.151
H 2.059 -1.329 2.030 0.645 0.805 -1.816
H 0.389 0.550 2.735 0.715 0.140 2.123
H 4.012 -2.422 1.183 -0.145 0.784 -0.801
H -4.299 1.220 -0.535 -0.127 -0.949 -0.525
H 2.392 1.611 -1.152 -0.077 0.415 -0.291
H -1.057 1.951 0.600 0.061 0.327 -0.846
H -3.312 -1.811 0.213 -0.290 0.500 -1.236
H -4.523 0.066 -1.766 -0.499 -0.035 -0.784
```
Forces are in eV/Å.

Output
Energy relative to the best compared isomer or geometry (same formula, charge and spin)   99.2 kcal per mole
Highest occupied orbital energy   -16.54 eV
2S+1   1
Max |F|   3.7 eV Å⁻¹
Energy   -16568.2075 eV
Kohn-Sham gap   0.280 hartree
Charge   +2

=====

(4)
DFT (ωB97M-V/def2-TZVPD) results for one molecule with the formula C10H16N4O4 in a non-equilibrium geometry.

Geometry as XYZ:
```
34
Properties=species:S:1:pos:R:3:forces:R:3
O 0.104 -1.802 -3.211 -1.231 -0.364 -1.253
O -2.581 0.070 -0.197 -0.917 1.722 0.880
O -0.722 -2.988 1.151 -0.573 -1.145 1.143
O -1.775 -1.509 -1.987 -1.585 0.228 -0.371
N 0.423 -1.586 -0.134 0.514 -0.047 -0.465
N 3.902 2.550 -0.693 -0.786 0.508 3.018
N -0.557 0.558 1.334 2.464 -0.699 0.608
N 2.605 1.014 0.374 1.176 1.440 -2.281
C 0.336 -0.547 -1.222 -2.258 -0.593 1.579
C 1.696 -0.330 -1.780 2.812 0.748 0.905
C -2.742 -0.618 1.073 2.546 0.039 0.138
C 3.236 1.824 -1.669 0.821 1.314 -1.286
C -1.289 -0.691 1.562 0.996 -1.145 1.543
C -3.520 0.179 2.055 -2.732 0.071 0.046
C -0.565 -1.272 -2.367 3.053 0.502 2.859
C 2.518 0.855 -1.166 -1.724 -2.232 4.741
C -0.525 -1.842 0.859 0.539 0.477 -1.674
C 3.413 2.075 0.569 -1.973 -3.514 -4.408
H 4.195 3.528 -0.668 -0.046 -0.643 -0.920
H -0.450 1.148 2.145 -0.736 0.136 0.467
H -4.627 -0.026 1.806 1.489 0.870 0.658
H 2.261 -1.305 -1.658 -0.326 1.104 0.275
H 0.470 0.228 1.271 -1.658 0.973 -0.416
H -2.085 -0.845 -1.258 0.427 -0.576 -0.874
H -2.135 0.974 0.056 -0.775 -2.487 -0.669
H -1.324 -1.018 2.659 0.227 0.364 -1.380
H 1.727 -0.284 -2.853 -0.430 0.593 -0.485
H -0.173 0.227 -0.562 0.852 -0.003 -2.182
H -3.336 -0.122 3.095 -0.104 -0.246 -0.364
H -3.074 -1.681 1.012 -0.125 0.983 -0.681
H 0.961 -2.425 -0.432 -0.952 0.663 0.545
H 3.665 2.388 1.535 0.600 0.812 0.883
H -3.288 1.256 2.023 -0.196 -0.318 -0.275
H 3.256 2.018 -2.720 0.610 0.465 -0.304
```
Forces are in eV/Å.

Output
Energy relative to the best compared isomer or geometry (same formula, charge and spin)   74.5 kcal per mole
Highest occupied orbital energy   -8.83 eV
2S+1   1
Max |F|   6.0 eV Å⁻¹
Energy   -24778.4184 eV
Kohn-Sham gap   0.344 hartree
SMILES string   C[C@@H](O)[C@H](N)C(=O)N[C@@H](Cc1c[nH]cn1)C(=O)O